# 1
{"formula": "C18H15N3O6", "method": "the ωB97M-V functional and the def2-TZVPD basis", "homo_lumo_gap_ha": 0.3281, "e_homo_ev": -10.0, "spin_multiplicity": 1, "elements": ["O", "N", "O", "C", "C", "C", "C", "C", "C", "H", "H", "H", "H", "H", "O", "N", "O", "C", "C", "C", "C", "C", "C", "H", "H", "H", "H", "H", "O", "N", "O", "C", "C", "C", "C", "C", "C", "H", "H", "H", "H", "H"], "positions_angstrom": [[6.845, 27.136, -21.417], [6.565, 26.436, -22.305], [7.023, 25.325, -22.311], [5.444, 26.942, -23.214], [4.778, 28.186, -23.091], [3.586, 28.429, -23.767], [3.127, 27.540, -24.715], [3.813, 26.286, -24.895], [4.912, 26.003, -24.166], [5.121, 28.977, -22.440], [3.005, 29.333, -23.659], [2.308, 27.828, -25.357], [3.492, 25.656, -25.710], [5.340, 25.032, -24.370], [3.029, 29.597, -29.808], [3.316, 28.400, -29.673], [4.523, 28.078, -29.640], [2.262, 27.525, -29.047], [2.646, 26.258, -28.469], [1.758, 25.587, -27.618], [0.431, 25.998, -27.485], [0.045, 27.139, -28.194], [0.936, 27.934, -28.946], [3.627, 25.841, -28.638], [2.161, 24.740, -27.082], [-0.307, 25.461, -26.909], [-1.005, 27.323, -28.018], [0.571, 28.865, -29.354], [-0.370, 26.583, -22.815], [-0.514, 25.503, -22.297], [-0.034, 25.283, -21.152], [-1.276, 24.434, -22.996], [-1.673, 23.303, -22.348], [-2.343, 22.293, -23.104], [-2.744, 22.505, -24.440], [-2.405, 23.755, -25.028], [-1.616, 24.640, -24.327], [-1.636, 23.180, -21.276], [-2.512, 21.439, -22.463], [-3.208, 21.746, -25.052], [-2.641, 24.008, -26.051], [-1.412, 25.620, -24.733]]}


# 2
{"formula": "C4H17NO8", "method": "the ωB97M-V functional and the def2-TZVPD basis", "homo_lumo_gap_ha": 0.2645, "e_homo_ev": -1.5, "total_charge": -2, "spin_multiplicity": 1, "elements": ["O", "C", "O", "C", "C", "C", "O", "N", "H", "H", "H", "H", "H", "H", "H", "H", "H", "O", "H", "H", "O", "H", "H", "O", "H", "H", "O", "H", "H", "O"], "positions_angstrom": [[-0.991, -0.416, -1.985], [0.248, -0.635, -1.724], [1.133, -1.252, -2.310], [0.768, 0.347, -0.674], [0.156, -0.052, 0.659], [-0.001, 1.193, 1.496], [-0.396, 1.114, 2.791], [0.405, 1.684, -1.315], [1.884, 0.066, -0.759], [1.025, -0.701, 1.042], [-0.784, -0.677, 0.526], [0.866, 1.942, 1.478], [-0.794, 1.779, 1.027], [0.177, 2.365, -0.567], [-0.358, 1.430, -1.877], [-3.698, -0.055, -1.477], [-2.541, 0.624, -2.459], [-3.489, 0.384, -2.277], [-0.337, -0.734, 4.307], [0.613, 0.304, 3.352], [0.605, -0.493, 4.226], [-1.824, 0.415, 3.595], [-1.964, -0.583, 2.630], [-2.459, -0.362, 3.526], [2.115, -2.313, -1.426], [1.569, -3.606, -0.735], [2.409, -3.179, -0.839], [1.763, -0.252, -3.835], [1.741, 0.947, -2.783], [2.158, 0.719, -3.611]]}


# 3
{"formula": "C33H51N6OsPS", "method": "the ωB97M-V functional and the def2-TZVPD basis", "homo_lumo_gap_ha": [0.3199, 0.1987], "e_homo_ev": [-19.1, -19.1], "s2": 6.02, "total_charge": 4, "spin_multiplicity": 5, "elements": ["Os", "C", "C", "N", "C", "C", "N", "C", "C", "N", "H", "H", "H", "H", "H", "H", "H", "H", "H", "H", "H", "H", "H", "H", "H", "N", "C", "C", "C", "C", "C", "C", "P", "C", "C", "C", "C", "C", "C", "C", "C", "C", "C", "C", "C", "H", "H", "H", "H", "H", "H", "H", "H", "H", "H", "H", "H", "H", "H", "H", "H", "C", "C", "C", "C", "N", "C", "S", "N", "C", "C", "C", "C", "H", "H", "H", "H", "H", "H", "H", "H", "H", "H", "H", "H", "H", "H", "H", "H", "H", "H", "H", "H"], "positions_angstrom": [[-0.428, 2.611, 0.850], [1.283, 2.800, 3.346], [2.228, 2.415, 2.218], [1.761, 2.905, 0.882], [2.057, 4.328, 0.535], [1.201, 5.300, 1.330], [-0.225, 4.839, 1.458], [-0.775, 5.005, 2.847], [-1.086, 3.650, 3.479], [-0.155, 2.590, 2.952], [1.406, 3.835, 3.652], [1.512, 2.190, 4.220], [2.275, 1.327, 2.141], [3.236, 2.777, 2.434], [2.240, 2.331, 0.192], [1.871, 4.435, -0.535], [3.114, 4.542, 0.705], [1.230, 6.278, 0.851], [1.608, 5.436, 2.328], [-0.794, 5.400, 0.830], [-1.688, 5.599, 2.813], [-0.063, 5.573, 3.443], [-2.096, 3.327, 3.220], [-1.019, 3.695, 4.568], [-0.470, 1.718, 3.369], [-0.604, 2.611, -1.293], [-1.742, 1.874, -1.900], [-1.977, 1.993, -3.258], [-3.052, 1.307, -3.808], [-3.870, 0.517, -3.007], [-3.623, 0.410, -1.649], [-2.540, 1.089, -1.082], [-2.230, 1.109, 0.687], [-1.820, -0.529, 1.276], [-1.782, -1.624, 0.408], [-1.590, -2.901, 0.920], [-1.415, -3.088, 2.285], [-1.440, -2.001, 3.154], [-1.650, -0.728, 2.653], [-3.718, 1.719, 1.463], [-4.034, 3.075, 1.300], [-5.248, 3.561, 1.749], [-6.152, 2.693, 2.358], [-5.844, 1.350, 2.520], [-4.623, 0.855, 2.081], [-0.621, 3.566, -1.660], [0.253, 2.212, -1.684], [-1.352, 2.619, -3.884], [-3.261, 1.403, -4.865], [-4.715, 0.000, -3.442], [-4.284, -0.179, -1.024], [-1.910, -1.487, -0.658], [-1.606, -3.754, 0.255], [-1.268, -4.085, 2.678], [-1.325, -2.155, 4.218], [-1.740, 0.100, 3.350], [-3.344, 3.748, 0.793], [-5.502, 4.604, 1.620], [-7.106, 3.070, 2.702], [-6.557, 0.683, 2.986], [-4.387, -0.193, 2.219], [0.968, -4.658, -5.077], [0.869, -4.832, -3.565], [0.217, -3.645, -2.853], [0.962, -2.328, -3.042], [2.319, -2.394, -2.477], [2.717, -1.907, -1.327], [1.664, -0.889, -0.339], [3.931, -2.089, -0.843], [5.042, -2.723, -1.593], [4.994, -4.251, -1.571], [5.213, -4.885, -0.199], [4.027, -4.782, 0.759], [1.260, -5.593, -5.551], [1.714, -3.915, -5.370], [0.009, -4.359, -5.503], [1.857, -5.035, -3.137], [0.277, -5.720, -3.338], [0.126, -3.850, -1.780], [-0.794, -3.500, -3.243], [0.441, -1.501, -2.555], [1.069, -2.079, -4.097], [2.966, -3.011, -2.957], [4.098, -1.821, 0.115], [5.962, -2.363, -1.133], [5.017, -2.329, -2.612], [5.779, -4.577, -2.257], [4.047, -4.611, -1.990], [6.112, -4.465, 0.259], [5.439, -5.940, -0.363], [3.969, -3.813, 1.264], [4.105, -5.528, 1.547], [3.080, -4.956, 0.238]]}


# 4
{"formula": "C11H18", "method": "the ωB97M-V functional and the def2-TZVPD basis", "homo_lumo_gap_ha": 0.3717, "e_homo_ev": -9.1, "spin_multiplicity": 1, "elements": ["C", "C", "C", "C", "C", "C", "C", "H", "H", "H", "H", "H", "H", "H", "H", "C", "C", "C", "C", "H", "H", "H", "H", "H", "H", "H", "H", "H", "H"], "positions_angstrom": [[0.398, -2.698, -0.148], [1.111, -1.411, -0.512], [0.599, -0.654, -1.567], [1.144, 0.571, -1.894], [2.149, 1.122, -1.099], [2.706, 0.344, -0.108], [2.179, -0.912, 0.222], [-0.397, -2.513, 0.579], [1.120, -3.377, 0.304], [-0.030, -3.076, -1.071], [-0.210, -1.061, -2.155], [0.791, 1.143, -2.743], [2.476, 2.147, -1.213], [3.664, 0.580, 0.346], [2.408, -1.373, 1.183], [-1.274, 0.101, 1.961], [-2.360, 0.974, 1.340], [-1.675, 2.173, 0.637], [-3.166, 0.179, 0.290], [-0.768, 0.618, 2.780], [-0.476, -0.116, 1.247], [-1.731, -0.794, 2.381], [-2.979, 1.378, 2.143], [-1.323, 1.872, -0.340], [-2.349, 3.033, 0.636], [-0.864, 2.503, 1.288], [-3.995, -0.331, 0.779], [-3.468, 0.774, -0.565], [-2.510, -0.618, -0.053]]}


# 5
{"formula": "C8H19NO4PbS3", "method": "the ωB97M-V functional and the def2-TZVPD basis", "homo_lumo_gap_ha": 0.3171, "e_homo_ev": -9.0, "spin_multiplicity": 1, "elements": ["Pb", "S", "S", "C", "C", "C", "N", "C", "C", "H", "H", "H", "H", "H", "H", "H", "H", "C", "H", "H", "H", "H", "H", "H", "H", "C", "C", "H", "H", "H", "H", "O", "S", "O", "O", "O"], "positions_angstrom": [[-0.539, -1.261, 0.825], [0.480, 1.368, 2.232], [0.541, -1.368, -2.107], [-0.927, 1.082, 3.339], [-0.244, 2.671, 1.180], [-1.152, 2.214, 0.043], [-0.485, 1.227, -0.791], [-1.204, 0.874, -2.005], [-0.331, 0.017, -2.918], [0.633, 3.178, 0.752], [-0.777, 3.363, 1.841], [-1.428, 3.104, -0.552], [-2.090, 1.786, 0.430], [-1.497, 1.780, -2.568], [-2.132, 0.348, -1.731], [0.479, 0.647, -3.315], [-0.917, -0.386, -3.752], [-0.719, -2.660, -2.320], [0.468, 1.519, -1.008], [-1.725, -2.221, -2.314], [-0.626, -3.380, -1.496], [-0.520, -3.171, -3.271], [-0.927, 0.021, 3.630], [-1.872, 1.334, 2.840], [-0.785, 1.711, 4.228], [4.138, -0.051, -0.004], [3.662, 1.009, -0.677], [4.320, -1.009, -0.507], [4.313, -0.018, 1.080], [3.499, 0.969, -1.763], [3.483, 1.978, -0.190], [-1.357, -4.565, 3.037], [-1.042, -3.421, 2.228], [-0.834, -2.126, 3.033], [0.226, -3.528, 1.376], [-2.112, -3.034, 1.195]]}


# 6
{"formula": "C9H26CdO5", "method": "the ωB97M-V functional and the def2-TZVPD basis", "homo_lumo_gap_ha": 0.3090, "e_homo_ev": -7.8, "spin_multiplicity": 1, "elements": ["Cd", "O", "H", "O", "H", "C", "C", "C", "O", "H", "H", "H", "H", "H", "H", "H", "H", "C", "C", "C", "O", "H", "H", "H", "H", "H", "H", "H", "H", "C", "C", "C", "O", "H", "H", "H", "H", "H", "H", "H", "H"], "positions_angstrom": [[-0.024, 0.148, 1.148], [0.459, 1.743, 2.144], [0.986, 2.368, 2.679], [-0.445, -1.654, 1.584], [-0.542, -2.418, 2.185], [-1.176, 0.285, -2.801], [-0.280, -0.301, -1.742], [0.919, -0.971, -2.400], [0.137, 0.745, -0.893], [-1.455, -0.429, -3.576], [-0.704, 1.091, -3.364], [-2.072, 0.686, -2.328], [-0.835, -1.033, -1.154], [1.552, -1.344, -1.595], [1.515, -0.264, -2.977], [0.730, -1.858, -3.005], [0.489, 1.383, -1.519], [-4.234, 1.085, 1.837], [-3.324, 0.127, 1.078], [-3.799, -0.156, -0.340], [-2.058, 0.738, 0.941], [-4.826, 1.746, 1.203], [-3.529, 1.671, 2.425], [-4.921, 0.535, 2.480], [-3.173, -0.808, 1.617], [-4.757, -0.675, -0.299], [-3.144, -0.915, -0.767], [-3.842, 0.692, -1.022], [-2.173, 1.570, 0.475], [4.273, -0.924, 1.606], [3.425, 0.106, 0.913], [3.767, 0.303, -0.578], [2.100, -0.407, 0.987], [4.133, -1.928, 1.206], [4.103, -1.056, 2.674], [5.317, -0.638, 1.482], [3.530, 1.008, 1.516], [4.825, 0.519, -0.728], [3.204, 1.178, -0.902], [3.606, -0.589, -1.184], [2.243, -1.357, 0.992]]}


# 7
{"formula": "C35H27B2Br4CaN13O2SSe", "method": "the ωB97M-V functional and the def2-TZVPD basis", "homo_lumo_gap_ha": 0.1614, "e_homo_ev": -1.4, "total_charge": -2, "spin_multiplicity": 1, "elements": ["Ca", "B", "N", "C", "C", "C", "N", "N", "C", "C", "C", "N", "H", "H", "H", "H", "H", "H", "H", "H", "Se", "N", "C", "C", "C", "C", "C", "N", "C", "C", "N", "C", "C", "C", "C", "C", "N", "H", "H", "H", "H", "H", "H", "Br", "C", "C", "Br", "C", "Br", "C", "O", "C", "O", "C", "Br", "B", "N", "C", "C", "C", "N", "N", "C", "C", "C", "N", "H", "H", "H", "H", "H", "H", "H", "H", "S", "C", "N", "C", "C", "C", "C", "H", "H", "H", "H", "H"], "positions_angstrom": [[1.065, 0.481, -0.723], [1.758, -3.728, 2.533], [2.238, -3.739, 1.046], [2.966, -4.763, 0.557], [3.342, -4.471, -0.736], [2.784, -3.208, -0.963], [2.142, -2.760, 0.112], [0.291, -3.274, 2.739], [-0.725, -4.109, 3.027], [-1.860, -3.364, 3.262], [-1.425, -2.045, 3.087], [-0.133, -2.006, 2.778], [1.784, -4.885, 2.892], [2.501, -3.036, 3.194], [3.163, -5.639, 1.154], [3.927, -5.076, -1.409], [2.826, -2.610, -1.861], [-0.581, -5.177, 3.054], [-2.849, -3.710, 3.512], [-2.004, -1.141, 3.180], [1.249, 2.339, 6.875], [2.318, 1.379, 5.823], [1.754, 1.326, 4.642], [2.342, 0.673, 3.496], [3.577, 0.023, 3.547], [4.116, -0.498, 2.396], [3.407, -0.344, 1.205], [2.231, 0.243, 1.151], [1.671, 0.724, 2.263], [0.383, 1.415, 2.132], [-0.208, 1.430, 0.933], [-1.367, 2.047, 0.789], [-2.017, 2.699, 1.835], [-1.416, 2.711, 3.071], [-0.195, 2.057, 3.241], [0.496, 2.027, 4.511], [0.061, 2.638, 5.584], [4.091, -0.045, 4.497], [5.063, -1.019, 2.405], [3.800, -0.700, 0.260], [-1.799, 2.020, -0.201], [-2.967, 3.187, 1.668], [-1.859, 3.208, 3.924], [2.323, -1.883, -7.076], [1.550, -1.583, -5.370], [0.271, -2.030, -5.092], [-0.743, -2.909, -6.431], [-0.262, -1.826, -3.813], [-2.043, -2.345, -3.421], [0.437, -1.197, -2.768], [-0.051, -1.037, -1.593], [1.774, -0.677, -3.082], [2.446, -0.048, -2.182], [2.272, -0.918, -4.370], [4.018, -0.254, -4.705], [1.559, 3.333, -3.101], [1.967, 3.669, -1.640], [2.399, 4.869, -1.221], [2.746, 4.770, 0.114], [2.483, 3.432, 0.426], [2.018, 2.780, -0.639], [0.141, 2.703, -3.117], [-0.819, 2.943, -4.020], [-1.901, 2.125, -3.739], [-1.492, 1.401, -2.616], [-0.259, 1.757, -2.254], [1.504, 4.380, -3.708], [2.353, 2.565, -3.577], [2.449, 5.713, -1.888], [3.126, 5.541, 0.763], [2.618, 2.939, 1.375], [-0.681, 3.662, -4.810], [-2.836, 2.055, -4.269], [-2.028, 0.641, -2.069], [-3.140, -0.844, -0.107], [-4.752, -0.606, -0.332], [-5.431, -1.329, -1.299], [-6.763, -1.237, -1.521], [-7.534, -0.389, -0.799], [-6.904, 0.409, 0.202], [-5.571, 0.303, 0.422], [-4.848, -1.938, -1.858], [-7.170, -1.880, -2.289], [-8.596, -0.317, -0.976], [-7.503, 1.098, 0.785], [-5.063, 0.879, 1.182]]}


# 8
{"formula": "CH8N2O2Si2", "method": "the ωB97M-V functional and the def2-TZVPD basis", "homo_lumo_gap_ha": 0.3344, "e_homo_ev": -8.5, "spin_multiplicity": 1, "elements": ["C", "N", "N", "O", "O", "Si", "Si", "H", "H", "H", "H", "H", "H", "H", "H"], "positions_angstrom": [[-2.577, -1.469, 0.338], [-2.636, -2.813, 0.652], [-3.619, -0.818, -0.141], [-1.509, -0.899, 0.331], [-2.519, 0.763, -1.795], [1.208, 1.836, 0.689], [-2.884, 0.859, -0.294], [-3.350, -3.317, 0.103], [-1.780, -3.370, 0.743], [-4.556, -1.095, -0.040], [-2.007, -0.018, -2.074], [0.984, 2.045, -0.685], [0.722, 0.429, 0.981], [2.807, 1.886, 0.697], [0.381, 2.675, 1.587]]}